Entry 1:
The following is a DFT calculation (the ωB97M-V functional and the def2-TZVPD basis) of a structure of composition C54H67N2O3P2S3Si2Ti.

Positions of all 134 atoms, in Å:
Ti1 -0.23 -0.35 1.13
C1 -4.21 0.51 2.59
O1 -4.15 -0.77 3.22
C2 -3.05 -0.97 4.00
C3 -3.20 -1.41 5.30
C4 -2.10 -1.51 6.16
C5 -0.86 -1.11 5.73
C6 -0.66 -0.70 4.40
C7 0.47 0.06 4.01
N1 0.61 0.47 2.78
N2 1.07 1.73 2.60
C8 0.49 2.24 1.54
O2 -0.10 1.48 0.69
C9 0.31 3.70 1.57
C10 1.28 4.55 2.09
C11 1.01 5.89 2.24
C12 -0.25 6.39 1.92
C13 -1.23 5.54 1.45
C14 -0.96 4.19 1.28
C15 -1.75 -0.72 3.48
O3 -1.59 -0.43 2.21
H1 -3.78 1.27 3.24
H2 -5.27 0.72 2.45
H3 -3.69 0.52 1.63
H4 -4.19 -1.65 5.64
H5 -2.26 -1.82 7.18
H6 -0.03 -1.09 6.42
H7 1.04 0.59 4.78
H8 2.24 4.13 2.35
H9 1.77 6.56 2.61
H10 -0.46 7.44 2.05
H11 -2.22 5.91 1.23
H12 -1.73 3.50 0.96
C16 -5.59 0.77 -1.31
C17 -4.40 1.48 -1.92
S1 -2.77 0.91 -1.28
C18 -2.04 0.32 -2.83
C19 -2.60 -1.01 -3.29
S2 -2.20 -2.31 -2.06
C20 -3.88 -2.90 -1.63
C21 -4.71 -1.88 -0.86
S3 -5.83 -0.93 -1.95
H13 -6.51 1.29 -1.59
H14 -5.53 0.72 -0.23
H15 -4.46 2.55 -1.71
H16 -4.38 1.34 -3.00
H17 -0.97 0.23 -2.62
H18 -2.18 1.10 -3.59
H19 -2.14 -1.30 -4.23
H20 -3.68 -0.98 -3.41
H21 -3.69 -3.78 -1.02
H22 -4.37 -3.22 -2.55
H23 -4.06 -1.16 -0.36
H24 -5.33 -2.39 -0.12
C22 2.41 1.52 -2.91
C23 1.81 0.21 -3.40
P1 1.24 -0.85 -1.95
C24 2.96 -1.08 -1.34
C25 3.36 -0.26 -0.29
C26 4.69 -0.21 0.09
C27 5.62 -1.04 -0.53
C28 5.21 -1.90 -1.53
C29 3.89 -1.91 -1.95
C30 1.04 -2.41 -2.93
C31 1.40 -3.63 -2.36
C32 1.29 -4.80 -3.08
C33 0.80 -4.77 -4.38
C34 0.42 -3.57 -4.94
C35 0.54 -2.39 -4.23
P2 1.19 2.22 -1.70
C36 -0.03 3.04 -2.80
C37 -1.10 3.60 -2.12
C38 -2.09 4.30 -2.79
C39 -2.02 4.43 -4.16
C40 -0.99 3.83 -4.86
C41 0.01 3.14 -4.19
C42 2.11 3.69 -1.11
C43 3.24 3.45 -0.32
C44 3.94 4.50 0.24
C45 3.52 5.80 0.04
C46 2.39 6.05 -0.71
C47 1.69 5.00 -1.29
H25 2.65 2.20 -3.73
H26 3.34 1.33 -2.36
H27 2.52 -0.37 -3.99
H28 0.94 0.43 -4.03
H29 2.61 0.37 0.20
H30 5.01 0.46 0.87
H31 6.65 -1.01 -0.23
H32 5.92 -2.56 -2.00
H33 3.60 -2.55 -2.77
H34 1.77 -3.65 -1.34
H35 1.58 -5.74 -2.63
H36 0.72 -5.69 -4.95
H37 0.05 -3.54 -5.96
H38 0.23 -1.47 -4.70
H39 -1.14 3.48 -1.05
H40 -2.90 4.76 -2.23
H41 -2.77 4.99 -4.69
H42 -0.94 3.92 -5.93
H43 0.79 2.68 -4.77
H44 3.57 2.43 -0.14
H45 4.81 4.30 0.85
H46 4.07 6.62 0.49
H47 2.04 7.06 -0.85
H48 0.82 5.21 -1.88
C48 -0.52 -4.74 -0.14
Si1 -0.54 -3.63 1.43
C49 -2.39 -3.14 1.56
C50 -0.33 -4.90 2.85
C51 0.73 -2.17 1.35
Si2 2.20 -2.41 2.57
C52 3.34 -0.88 2.88
C53 3.38 -3.74 1.85
C54 1.71 -2.94 4.35
H49 -1.37 -5.42 -0.11
H50 0.37 -5.36 -0.20
H51 -0.60 -4.17 -1.06
H52 -2.70 -3.01 2.59
H53 -2.99 -3.95 1.16
H54 -2.62 -2.24 1.00
H55 -0.97 -5.75 2.66
H56 -0.61 -4.49 3.81
H57 0.69 -5.26 2.93
H58 1.20 -2.26 0.35
H59 3.03 0.02 2.35
H60 4.35 -1.12 2.56
H61 3.38 -0.63 3.93
H62 3.86 -3.40 0.94
H63 2.86 -4.67 1.62
H64 4.17 -3.99 2.56
H65 0.67 -2.76 4.57
H66 2.30 -2.39 5.09
H67 1.89 -3.99 4.51

Properties
Calculated total energy (eV): -156158.399
Spin multiplicity: 1
Energy above the lowest of the compared OMol25 structures with the same formula, charge and spin (kcal/mol): 0.00
Frontier orbital gap (eV): 6.21
Total charge: +1

=====

Entry 2:
The following is a DFT calculation (the ωB97M-V functional and the def2-TZVPD basis) of the molecule C3H4N2O2.

Positions of all 11 atoms, in Å:
O1 2.37 0.61 -0.44
C1 1.09 0.19 -0.46
C2 0.69 -1.11 -0.42
N1 -0.71 -1.03 -0.43
C3 -1.02 0.27 -0.48
O2 -2.30 0.66 -0.46
N2 0.03 1.06 -0.50
H1 2.35 1.56 -0.26
H2 1.23 -1.98 -0.11
H3 -1.36 -1.78 -0.61
H4 -2.29 1.62 -0.35

Properties
Calculated total energy (eV): -10250.987
Spin multiplicity: 1
Structure (SMILES): Oc1c[nH]c(O)n1
Energy above the lowest of the compared OMol25 structures with the same formula, charge and spin (kcal/mol): 29.48
Frontier orbital gap (eV): 8.74

=====

Entry 3:
The following is a DFT calculation (the ωB97M-V functional and the def2-TZVPD basis) of a cluster of 6 separate species, C23H43Cl15NO4P in total.

Positions of all 87 atoms, in Å:
C1 -5.76 1.40 0.28
C2 -4.93 1.59 -1.00
C3 -3.44 1.25 -0.82
C4 -3.10 -0.17 -1.29
C5 -2.61 -0.22 -2.74
C6 -1.10 -0.13 -2.93
C7 -0.27 -1.03 -1.98
C8 0.93 -1.72 -2.66
C9 2.26 -0.99 -2.35
C10 3.07 -1.63 -1.23
C11 2.31 -1.80 0.11
C12 3.06 -1.24 1.33
O1 2.36 -0.18 1.99
C13 1.93 0.82 1.15
O2 0.72 1.04 1.05
C14 2.95 1.66 0.39
C15 4.41 1.52 0.86
C16 2.48 3.13 0.41
C17 1.97 3.63 -0.94
C18 2.99 3.57 -2.06
P1 3.28 -2.52 2.62
N1 3.97 -2.01 3.92
O3 4.10 -3.66 1.89
O4 1.86 -3.18 2.87
H1 -5.19 1.66 1.17
H2 -6.62 2.07 0.23
H3 -6.15 0.39 0.35
H4 -5.37 0.95 -1.76
H5 -5.03 2.62 -1.34
H6 -3.24 1.30 0.25
H7 -2.80 2.00 -1.29
H8 -4.01 -0.77 -1.22
H9 -2.40 -0.62 -0.59
H10 -3.05 0.65 -3.24
H11 -3.00 -1.09 -3.27
H12 -0.75 0.90 -2.84
H13 -0.86 -0.43 -3.95
H14 -0.94 -1.79 -1.59
H15 0.07 -0.40 -1.16
H16 0.80 -1.78 -3.74
H17 1.00 -2.74 -2.29
H18 2.88 -1.03 -3.25
H19 2.04 0.06 -2.18
H20 3.97 -1.04 -1.10
H21 3.40 -2.61 -1.56
H22 1.30 -1.41 0.07
H23 2.20 -2.87 0.27
H24 4.08 -0.95 1.07
H25 2.87 1.34 -0.65
H26 4.93 2.47 0.88
H27 4.45 1.05 1.84
H28 4.95 0.84 0.20
H29 1.68 3.27 1.13
H30 3.29 3.79 0.72
H31 1.63 4.66 -0.81
H32 1.08 3.06 -1.22
H33 3.83 4.24 -1.88
H34 3.40 2.57 -2.21
H35 2.52 3.86 -3.00
H36 4.18 -1.02 3.87
H37 4.88 -3.83 2.45
H38 1.32 -2.56 3.37
Cl1 7.06 -5.97 1.47
C19 7.10 -6.22 3.22
Cl2 8.69 -6.74 3.75
Cl3 6.61 -4.74 4.06
H39 6.39 -6.99 3.47
Cl4 -5.04 4.70 1.20
C20 -6.51 5.68 1.11
Cl5 -6.52 6.65 -0.37
Cl6 -7.95 4.67 1.20
H40 -6.51 6.35 1.95
Cl7 1.26 -4.82 -4.70
C21 1.13 -4.20 -6.35
Cl8 -0.39 -4.72 -7.09
Cl9 1.27 -2.44 -6.38
H41 1.94 -4.61 -6.93
Cl10 -9.68 5.60 4.41
C22 -8.25 5.58 5.44
Cl11 -6.80 5.21 4.51
Cl12 -8.08 7.11 6.30
H42 -8.38 4.79 6.17
Cl13 -2.10 -2.90 3.67
C23 -1.52 -4.21 2.63
Cl14 -2.62 -5.58 2.66
Cl15 -1.27 -3.63 0.98
H43 -0.56 -4.54 3.01

Properties
Calculated total energy (eV): -231354.778
Spin multiplicity: 1
Structure (SMILES): CCCCCCCCCCC[C@@H](OC(=O)[C@H](C)CCC)P(=N)(O)O.ClC(Cl)Cl.ClC(Cl)Cl.ClC(Cl)Cl.ClC(Cl)Cl.ClC(Cl)Cl
Frontier orbital gap (eV): 9.66